Density functional theory data (ωB97M-V/def2-TZVPD) for a molecular structure, C35H44AsBF6Ge2N7S2TeTi in a non-equilibrium geometry.

```
100
Properties=species:S:1:pos:R:3:forces:R:3:mulliken_spin:R:1
Ti 0.05935 0.46638 -0.92541 0.78 1.71 -0.33 0.9963
C -2.06575 1.59948 -4.66741 0.29 -0.39 -0.56 -0.0008
N -2.78385 2.01558 -3.49021 -0.14 0.32 0.80 -0.0027
C -4.14585 2.08538 -3.41581 -0.50 0.12 0.32 -0.0023
C -4.45185 2.65228 -2.22001 -0.41 -0.25 -0.52 -0.0003
N -3.29365 2.92598 -1.55981 0.48 -0.14 -0.42 -0.0027
B -3.20815 3.82758 -0.29301 0.20 -0.23 -0.12 -0.0001
N -3.83105 3.00428 0.86539 0.17 -0.37 0.33 -0.0010
C -5.01115 3.24178 1.48989 -0.27 -0.06 0.40 -0.0002
C -5.11515 2.38558 2.54049 -0.28 0.27 -0.24 -0.0011
N -3.98516 1.61698 2.55569 -0.02 0.54 -0.62 -0.0006
C -3.72405 0.61598 3.55149 0.28 -0.52 0.56 0.0003
C -3.22245 2.01288 1.51799 -0.02 -0.57 -0.26 0.0031
S -1.60295 1.54398 1.08499 0.44 -0.42 0.39 -0.0288
C -2.28805 2.50908 -2.33091 0.19 -0.22 -0.07 0.0117
S -0.61395 2.57378 -1.93001 0.97 0.20 -0.14 -0.0282
H -2.15695 0.51568 -4.80441 0.10 0.30 0.03 -0.0002
H -1.01705 1.88258 -4.57071 -0.20 -0.10 0.00 0.0012
H -2.49055 2.10168 -5.53821 0.05 0.00 0.11 -0.0002
H -4.77855 1.73658 -4.20621 -0.09 -0.02 -0.17 -0.0004
H -5.40505 2.89438 -1.79651 -0.19 0.08 0.00 -0.0002
H -2.06525 4.04628 -0.03541 0.13 0.12 -0.02 0.0005
H -3.88005 4.77928 -0.48731 -0.22 0.35 0.06 -0.0003
H -5.67466 4.00958 1.15389 -0.15 0.21 -0.03 -0.0001
H -5.89775 2.27598 3.26109 -0.12 -0.11 0.21 -0.0001
H -4.57085 -0.06372 3.61909 -0.01 -0.03 -0.08 0.0000
H -3.57055 1.08828 4.52069 0.01 0.05 -0.01 0.0000
H -2.83795 0.04568 3.29019 -0.09 0.10 0.03 -0.0010
C 3.14325 0.76928 2.02389 -0.32 -0.03 -0.11 0.0062
Te 1.37365 1.74088 1.21299 1.69 0.74 0.49 -0.0107
C 2.42565 3.23348 0.06549 -0.12 -0.10 -0.08 0.0018
H 3.66675 0.11908 1.32859 -0.12 0.02 -0.09 -0.0001
H 2.80645 0.19748 2.88839 -0.08 -0.01 -0.06 0.0003
H 3.81785 1.54838 2.37169 -0.12 0.15 -0.09 -0.0017
H 2.80705 3.99518 0.74089 -0.06 -0.10 0.11 -0.0004
H 1.69445 3.68058 -0.60601 -0.01 -0.01 0.03 0.0023
H 3.24105 2.80628 -0.51391 -0.05 -0.15 0.04 -0.0005
F -1.76775 -0.17362 -1.40931 -0.10 -1.05 -0.38 0.0026
As -1.22845 -1.64372 -2.36541 -0.66 -0.50 -2.72 0.0010
F 0.38255 -1.57562 -1.43031 -1.09 0.07 -0.49 0.0201
F -0.36705 -0.39702 -3.32581 -0.72 -0.77 0.87 0.0016
F -0.65015 -2.87912 -3.39061 -0.04 0.38 0.76 0.0005
F -2.70625 -1.50842 -3.23291 0.77 0.12 0.45 0.0007
F -1.89655 -2.64002 -1.14981 0.38 0.13 -0.36 0.0001
C 2.12875 -2.70042 1.03579 -0.92 0.12 -0.03 0.0250
Ge 0.28215 -3.45002 0.69049 1.88 -1.24 -0.38 -0.0005
C -0.38395 -4.85302 1.96639 -0.39 0.90 -0.19 -0.0003
C 0.44455 -4.46742 -1.02121 -0.41 0.54 0.18 -0.0001
Ge -0.93445 -0.85372 1.24529 -1.97 0.15 2.82 -0.0461
C -0.25205 -0.61692 3.16279 -0.19 -0.10 -0.77 -0.0029
C 0.33945 -1.70842 3.79259 -0.03 -0.05 -0.16 -0.0018
C 0.91245 -1.60512 5.04859 0.08 -0.14 0.08 0.0000
C 0.91655 -0.38992 5.71109 0.01 0.01 0.02 0.0004
C 0.31255 0.70408 5.11709 0.00 0.03 -0.04 0.0005
C -0.26165 0.59198 3.85969 -0.28 0.14 0.09 0.0018
C -2.86895 -1.46932 1.29439 0.62 0.03 -0.11 -0.0032
C -3.19615 -2.58542 2.05839 0.31 0.19 -0.09 -0.0007
C -4.47775 -3.10752 2.04899 -0.13 -0.14 0.01 0.0003
C -5.45065 -2.54712 1.23719 -0.03 -0.02 0.05 0.0000
C -5.14216 -1.43382 0.47569 -0.03 0.05 -0.04 -0.0004
C -3.86735 -0.89472 0.51209 0.08 0.32 -0.16 0.0030
H 2.78995 -3.51842 1.30259 0.02 -0.28 0.06 -0.0006
H 2.14115 -1.96282 1.83309 -0.03 -0.01 0.04 -0.0014
H 2.48755 -2.25042 0.11099 -0.11 -0.05 -0.08 -0.0066
H 0.44605 -5.54802 2.07549 0.31 0.06 -0.16 0.0001
H -1.21715 -5.37602 1.50599 -0.06 0.03 -0.12 0.0000
H -0.68305 -4.51772 2.95109 0.00 0.10 0.10 -0.0002
H 0.98385 -5.37742 -0.75551 0.04 -0.03 0.30 0.0000
H 1.02405 -3.95362 -1.78801 -0.11 0.05 0.17 -0.0001
H -0.52095 -4.76492 -1.43261 0.11 0.04 0.08 -0.0001
H 0.35115 -2.66392 3.29039 0.10 -0.13 0.10 0.0002
H 1.36255 -2.47332 5.50499 0.04 -0.10 0.06 -0.0001
H 1.37735 -0.29392 6.68219 0.03 -0.03 0.09 0.0000
H 0.28645 1.65328 5.63099 -0.01 0.09 0.05 0.0001
H -0.75785 1.46438 3.44939 0.15 -0.09 0.01 0.0007
H -2.42565 -3.04282 2.66059 -0.02 -0.14 0.26 0.0003
H -4.71935 -3.95822 2.66639 0.00 -0.14 0.06 -0.0001
H -6.44136 -2.97282 1.19089 -0.08 -0.04 0.07 0.0000
H -5.89135 -0.98442 -0.16041 -0.07 0.03 -0.02 -0.0001
H -3.67605 -0.00482 -0.08331 0.01 -0.21 0.03 -0.0011
N 10.76664 0.79258 -2.88901 0.51 0.00 -0.03 0.0002
C 9.62744 0.69218 -2.86171 0.18 0.01 0.06 -0.0001
C 8.21124 0.60778 -2.81141 -0.65 -0.04 0.02 0.0005
C 7.47685 0.61398 -3.99641 0.08 0.02 0.27 -0.0001
C 6.09754 0.58528 -3.94961 -0.25 -0.08 0.20 0.0001
C 5.44584 0.56568 -2.71751 0.96 -0.07 0.12 -0.0009
C 6.18014 0.54188 -1.53481 -0.20 -0.02 -0.17 0.0001
C 7.55955 0.54968 -1.57931 0.11 -0.02 -0.22 0.0001
N 4.03305 0.64048 -2.66051 -0.53 -0.05 0.16 0.0029
C 3.26055 1.29508 -3.57491 -0.67 0.23 -0.19 -0.0019
C 1.98165 1.24878 -3.11831 0.52 0.29 -0.73 0.0258
N 1.94715 0.57738 -1.92191 0.48 0.07 -0.19 0.0042
C 3.20835 0.21468 -1.68891 -0.17 -0.27 0.40 0.0340
H 7.99734 0.64788 -4.94141 -0.03 -0.01 -0.07 0.0000
H 5.54435 0.56708 -4.87411 -0.14 0.01 -0.09 0.0002
H 5.67855 0.54558 -0.57911 -0.05 0.03 0.10 0.0005
H 8.13994 0.53038 -0.66931 0.01 0.03 0.05 0.0000
H 3.65965 1.76928 -4.44511 0.15 0.08 -0.17 0.0004
H 1.11295 1.66388 -3.59171 0.00 -0.03 0.11 -0.0004
H 3.53935 -0.37862 -0.85311 0.02 0.07 -0.01 0.0032
```
Positions in Å, forces in eV/Å.

**Energy relative to the best compared isomer or geometry (same formula, charge and spin)**: 29.77 kcal per mole
**Charge**: +2
**Energy**: -290361.532 eV
**Multiplicity**: 2
**<S²>**: 0.759